The molecule C9H16N2O4 in a non-equilibrium geometry. Source: the Open Molecules 2025 dataset; level of theory: ωB97M-V/def2-TZVPD.

The geometry in ORCA input format:
```
! RIJCOSX wB97M-V def2-TZVPD def2/J DEFGRID3
* xyz 0 1
O -3.43390 -1.20458 -1.99007
O -0.63200 1.78625 -0.61663
O -3.13143 -0.23590 0.01588
O -0.99401 -2.91370 -0.44358
N 1.93582 0.78070 1.32843
N -0.28018 -0.44572 -0.37743
C 2.52029 2.16098 1.23339
C 1.73910 2.77490 2.41667
C 0.29395 2.38670 2.00473
C -0.16904 0.84246 0.00826
C -1.18916 -0.85196 -1.45407
C -0.87819 -2.31513 -1.74394
C -2.66834 -0.86231 -1.09622
C 0.44898 0.99830 1.38404
C 0.44771 -2.74546 -2.37120
H 0.56011 -3.85553 -2.49332
H 1.89808 3.89306 2.48407
H -0.93752 -3.88114 -0.52421
H -0.26404 3.06341 1.32181
H 1.19230 -2.48064 -1.64344
H -1.20014 -0.18107 -2.35608
H -0.40906 2.36323 2.83536
H 3.58358 2.03324 1.46811
H 0.13705 0.21000 2.13106
H 2.35083 2.60475 0.21637
H 1.99695 2.24360 3.33130
H -0.06152 -1.21566 0.21457
H 2.17658 0.30246 0.45363
H -4.10909 -0.32034 -0.01994
H 0.72064 -2.33498 -3.33248
H -1.64437 -2.59991 -2.38505
*
```

Properties
**Kohn-Sham gap**: 9.4 eV
**HOMO**: -0.3267 Ha
**Structure (SMILES)**: C[C@@H](O)[C@H](NC(=O)[C@@H]1CCCN1)C(=O)O

Here are the Löwdin charges for atoms 1 to 6, given in e: 0.0862, 0.0748, 0.1255, -0.0265, -0.0388, 0.1291

---

The molecule C9H16N2O4 in a non-equilibrium geometry. Source: the Open Molecules 2025 dataset; level of theory: ωB97M-V/def2-TZVPD.

The geometry in ORCA input format:
```
! RIJCOSX wB97M-V def2-TZVPD def2/J DEFGRID3
* xyz 0 1
O -0.60936 -1.48443 -0.61720
O 1.51881 -2.58872 0.15705
O -2.51431 -1.56589 1.29902
O 3.62166 -1.75730 0.32298
N 0.83921 0.13613 0.09163
N -1.84885 1.52919 -0.56976
C 1.91288 -0.42580 -0.69396
C -1.57666 0.45852 0.43235
C 2.43101 -1.66781 0.01247
C -2.85973 -0.40067 0.61324
C 3.03798 0.68317 -0.66450
C -3.59009 -0.71496 -0.75959
C 2.76091 1.43202 0.63255
C -0.37075 -0.46278 -0.02822
C 1.22131 1.28288 0.88753
H -1.37243 1.34030 -1.43797
H 1.64087 -0.68950 -1.72204
H 3.30263 0.93106 1.47309
H -1.80224 2.46089 -0.24744
H -3.78324 0.23069 -1.21791
H 0.61801 2.09537 0.59809
H 0.67310 -2.21833 -0.15612
H -4.50655 -1.27640 -0.59281
H 1.00147 0.93707 1.89763
H 3.12694 2.45611 0.71430
H -1.92485 -1.94080 0.59126
H 2.97481 1.28550 -1.55272
H 3.96242 0.14901 -0.56103
H -1.33879 0.96329 1.41896
H -2.96750 -1.32734 -1.46792
H -3.57868 0.14954 1.14704
*
```

Properties
**Kohn-Sham gap**: 9.9 eV
**HOMO**: -0.3498 Ha
**Structure (SMILES)**: C[C@@H](O)[C@H](N)C(=O)N1CCC[C@H]1C(=O)O

Here are the Löwdin charges for atoms 1 to 6, given in e: 0.0709, 0.1609, -0.0333, 0.0833, -0.0040, 0.0721

---

A structure of composition C9H16N2O6 in a non-equilibrium geometry. Source: the Open Molecules 2025 dataset; level of theory: ωB97M-V/def2-TZVPD.

The geometry in ORCA input format:
```
! RIJCOSX wB97M-V def2-TZVPD def2/J DEFGRID3
* xyz 0 1
O -2.92074 1.48838 -1.65917
O -1.79224 -1.62106 0.45409
O -2.60042 4.74369 1.58003
O -2.20886 2.15381 1.84107
O 2.41075 -1.02797 -0.03331
O -1.07993 0.17592 -2.31150
N -0.06290 -0.02762 0.29906
N 0.68568 -2.50913 -1.40083
C -1.79126 0.92175 -1.42313
C 0.55479 -2.48755 0.02902
C -1.95351 3.35423 1.33116
C -0.58113 -1.45254 0.30705
C -0.97125 1.10145 0.06885
C -1.28717 3.51668 -0.11097
C 1.97771 -2.21658 0.65069
C -0.16873 2.52243 0.21577
C 2.82289 -3.45162 0.34642
H 0.33032 -3.41039 -1.89334
H -1.16180 4.63293 -0.54127
H 0.43207 2.60819 -0.84605
H -2.24525 2.70221 -0.77514
H 2.24968 -3.87849 -0.70929
H 0.85905 0.08555 0.03682
H -0.32272 -0.23895 -1.92854
H 3.46211 -0.97727 0.11646
H 0.41919 2.49965 1.13923
H 0.06276 -3.48924 0.33675
H 1.97082 -1.95899 1.78915
H -3.35113 4.48838 2.19028
H -1.78884 1.20337 0.98171
H 3.93971 -3.10259 0.27863
H 1.57917 -2.07915 -1.62385
H 2.53118 -4.26945 1.26416
*
```

Properties
**Kohn-Sham gap**: 8.6 eV
**HOMO**: -0.3109 Ha

Here are the Löwdin charges for atoms 1 to 6, given in e: 0.0151, 0.0747, -0.0280, -0.0128, -0.1286, 0.1140

---

The ion C9H16N3O with charge +1 in a non-equilibrium geometry. Source: the Open Molecules 2025 dataset; level of theory: ωB97M-V/def2-TZVPD.

The geometry in ORCA input format:
```
! RIJCOSX wB97M-V def2-TZVPD def2/J DEFGRID3
* xyz 1 1
O -1.36523 1.68987 -1.39328
N 0.27233 -1.06383 -2.15762
N -1.39390 0.68122 0.66205
N -0.42737 1.93661 2.41355
C 3.42952 -1.25449 -0.14858
C 0.97503 0.21456 1.13028
C -2.69896 -0.24401 -1.06657
C -1.40858 0.46256 -0.82239
C 1.03694 -0.34599 -0.21193
C -0.13868 -0.36775 -1.04410
C -0.10710 1.34224 1.14381
C 2.03471 -1.14410 -0.73215
C 1.51958 -1.59931 -1.97599
H -2.83073 -1.34486 -0.95212
H -2.12052 1.28747 0.98308
H 3.21328 -1.47938 0.92191
H -0.49330 1.77894 -1.77056
H 1.94919 0.65292 1.29758
H -1.50792 -0.11264 1.30967
H -3.59060 0.32243 -0.77826
H 2.03683 -2.04435 -2.72030
H 0.25945 2.63102 2.75882
H -0.23124 -1.47756 -2.87244
H 3.87659 -2.10144 -0.47119
H 4.03833 -0.42430 -0.23683
H -2.81099 -0.02848 -2.18428
H 0.76215 -0.45609 1.90337
H -0.65052 1.26414 3.27740
H 0.10551 2.07841 0.39785
*
```

Properties
**Kohn-Sham gap**: 9.1 eV
**HOMO**: -0.4358 Ha
**Structure (SMILES)**: Cc1c[nH]c2c1C[C@H](N)[NH2+][C@@]2(C)O

Here are the Löwdin charges for atoms 1 to 6, given in e: 0.0951, 0.0972, 0.1514, 0.0466, -0.0011, -0.0724

---

A cluster of 2 separate species, C9H16N3O in total in a non-equilibrium geometry. Source: the Open Molecules 2025 dataset; level of theory: ωB97M-V/def2-TZVPD.

The geometry in ORCA input format:
```
! RIJCOSX wB97M-V def2-TZVPD def2/J DEFGRID3
* xyz 1 1
O -2.21915 -2.03259 -2.07767
N 3.02877 1.48920 -1.12597
N 1.37534 -0.09777 -0.89183
N 0.90740 2.06464 -0.33259
C -1.18645 -1.96749 0.05114
C -1.41254 0.00404 1.49373
C 1.79465 1.14885 -0.75589
C -1.96504 -1.34961 -0.92198
C -1.07433 0.76358 2.74492
C -2.36114 -0.02055 -0.76090
C -0.83362 -1.21373 1.16364
C -2.10227 0.61640 0.44286
C 2.30263 -1.23880 -0.78299
H 3.80562 0.88319 -0.89875
H -0.64264 0.11201 3.50714
H 1.73239 -2.16135 -0.88712
H -0.96720 -3.00878 -0.09354
H -3.11016 -1.79399 -2.36155
H 3.35167 2.43800 -1.24830
H -2.90174 0.41237 -1.58886
H -1.94415 1.19985 3.21176
H -0.29511 1.47431 2.49894
H 2.59915 -1.26470 0.25158
H 0.52417 -0.22566 -0.33722
H 3.03803 -1.24687 -1.57825
H -0.02858 -1.61867 1.77147
H -2.55156 1.59499 0.58622
H -0.03692 1.99732 -0.70555
H 1.17279 3.04181 -0.37442
*
```

Properties
**Kohn-Sham gap**: 8.9 eV
**HOMO**: -0.4332 Ha

Here are the Löwdin charges for atoms 1 to 6, given in e: 0.0581, 0.2186, 0.0676, 0.2089, -0.0207, -0.2842

---

A cluster of 2 separate species, C9H16N3O in total in a non-equilibrium geometry. Source: the Open Molecules 2025 dataset; level of theory: ωB97M-V/def2-TZVPD.

The geometry in ORCA input format:
```
! RIJCOSX wB97M-V def2-TZVPD def2/J DEFGRID3
* xyz 2 2
O -2.67389 0.54377 1.10874
N -0.30620 -1.97288 -0.84884
N 1.13392 -1.67814 0.92733
N 1.30211 -3.57792 -0.33941
C -0.44941 1.19687 1.75365
C -1.59592 1.26579 0.92629
C 0.91765 2.16460 -0.12834
C -0.31812 2.37075 -0.85117
C -1.48085 1.86229 -0.38149
C 0.69291 1.73497 1.21576
C 2.20777 2.65445 -0.63037
C 0.74235 -2.38416 -0.15051
C -0.63782 -2.55220 -2.14743
H 2.56702 3.50017 -0.02370
H 2.00249 -1.93321 1.37672
H -1.70799 -2.56659 -2.32272
H -0.23585 -1.93433 -2.94781
H -0.23124 2.90514 -1.79059
H -3.00831 0.52684 2.01749
H -0.43310 1.10893 2.83400
H 2.03681 3.01348 -1.63726
H 0.94175 -0.69386 1.07149
H 0.76560 -4.34901 -0.69898
H -0.34677 -3.58241 -2.26936
H -2.40545 2.18269 -0.85299
H 3.02054 1.94873 -0.47552
H 2.26175 -3.69277 -0.12259
H -0.84373 -1.21409 -0.47671
H 1.59832 1.61947 1.81104
*
```

Properties
**Kohn-Sham gap (alpha / beta)**: 9.8 / 6.9 eV
**HOMO (alpha / beta)**: -0.6291 / -0.6443 Ha
**<S²>**: 0.77

Here are the Löwdin charges for atoms 1 to 6, given in e: 0.1843, 0.0676, 0.2129, 0.2275, 0.0233, -0.2454

---

Record order is preserved below.
ΔE to the lowest compared entry with this formula, charge and spin: 1.3173; 1.3183; 9.2700; 2.2517; 0.5304; 1.2636 eV